[1]
142
Properties=species:S:1:pos:R:3:forces:R:3 method="wB97M-V/def2-TZVPD" de_lowest_ev=0.1667 multiplicity=2 s2=0.75 fmax_ev_per_a=1.5 total_charge=0 e_lumo_ev="0.19 / 0.19"
Ti 0.012 -0.055 0.217 -0.44 0.54 -0.52
C 0.554 -2.931 -3.792 0.03 -0.02 0.15
C 0.294 -1.473 -3.548 0.02 0.00 -0.06
N -0.918 -1.100 -3.427 -0.22 -0.06 0.16
N -1.305 0.171 -3.684 0.00 0.09 -0.35
C -1.506 1.217 -2.994 0.22 -0.03 0.06
S -1.070 1.723 -1.380 -0.41 -0.16 -0.02
S -2.491 2.330 -4.028 -0.05 0.00 0.11
C -2.190 3.983 -3.342 0.08 -0.18 -0.12
C -1.097 4.707 -4.077 0.01 -0.05 0.01
C -1.385 5.647 -5.060 0.01 -0.02 0.01
C -0.364 6.282 -5.755 -0.03 -0.04 -0.01
C 0.960 5.979 -5.476 -0.03 0.04 0.02
C 1.258 5.033 -4.503 -0.02 0.00 0.04
C 0.237 4.402 -3.811 0.03 -0.02 -0.08
C 1.427 -0.516 -3.548 -0.07 0.05 -0.12
C 2.155 -0.231 -4.696 -0.05 0.07 -0.03
C 3.146 0.742 -4.698 -0.02 0.01 0.04
C 3.391 1.449 -3.528 0.00 -0.02 0.01
C 2.696 1.151 -2.364 0.05 0.08 0.00
C 1.724 0.148 -2.347 -0.01 -0.10 0.08
O 1.114 -0.205 -1.222 1.21 -0.26 -0.85
H -0.394 -3.461 -3.869 0.00 0.01 0.00
H 1.088 -3.041 -4.741 0.00 0.00 -0.01
H 1.164 -3.384 -3.013 0.01 0.03 -0.09
H -3.135 4.524 -3.369 0.01 0.03 -0.05
H -1.923 3.793 -2.304 -0.18 0.08 -0.03
H -2.420 5.884 -5.282 0.00 0.01 0.01
H -0.605 7.010 -6.519 0.00 0.02 0.01
H 1.758 6.479 -6.011 0.00 -0.01 -0.02
H 2.289 4.784 -4.286 0.00 0.00 0.01
H 0.469 3.647 -3.065 0.00 -0.02 -0.02
H 1.912 -0.758 -5.612 0.01 0.00 -0.01
H 3.694 0.966 -5.603 -0.02 0.01 -0.01
H 4.129 2.242 -3.516 0.02 -0.02 -0.01
H 2.895 1.702 -1.455 -0.01 -0.02 0.00
C 3.679 0.286 0.806 -0.01 0.00 0.08
N 3.622 -1.137 1.064 0.06 0.07 0.05
C 4.868 -1.847 0.842 -0.03 -0.06 -0.03
C 2.526 -1.748 1.568 -0.01 -0.19 -0.18
N 1.300 -1.252 1.487 -0.01 -0.16 0.39
C 0.516 -1.573 2.647 0.05 -0.30 -0.04
C 1.091 -1.285 3.860 -0.03 0.18 0.06
C 0.506 -1.664 5.077 0.02 0.00 0.01
C -0.638 -2.394 5.055 -0.04 0.00 -0.01
C -1.278 -2.707 3.829 0.00 0.03 -0.02
C -2.438 -3.512 3.874 -0.02 0.04 0.03
C -3.092 -3.811 2.723 0.00 -0.03 -0.02
C -2.657 -3.270 1.506 -0.06 -0.03 0.03
C -1.537 -2.462 1.392 0.06 0.01 -0.02
N -1.280 -1.791 0.178 -0.05 -0.21 0.27
C -2.060 -2.268 -0.838 0.07 -0.18 -0.04
N -1.786 -3.491 -1.346 0.04 0.00 -0.05
C -2.809 -4.411 -1.811 -0.02 -0.02 0.00
C -0.533 -4.146 -1.016 -0.02 0.04 0.05
N -3.130 -1.601 -1.257 0.12 0.19 -0.14
C -3.705 -0.546 -0.420 0.03 -0.04 0.04
C -3.745 -1.738 -2.574 0.05 0.05 0.05
C -0.756 -2.234 2.588 0.00 0.07 -0.03
N 2.789 -2.977 2.140 -0.16 0.06 0.01
C 3.696 -3.085 3.264 0.09 -0.02 -0.05
C 1.808 -4.043 2.062 0.04 0.01 0.04
H 4.070 0.834 1.672 0.03 -0.01 0.00
H 2.696 0.659 0.567 0.02 0.00 0.00
H 4.336 0.463 -0.045 -0.01 0.00 -0.01
H 5.326 -1.462 -0.071 -0.01 -0.01 -0.01
H 4.678 -2.909 0.724 -0.01 0.00 0.01
H 5.580 -1.700 1.658 0.01 0.03 0.00
H 2.030 -0.743 3.864 0.00 -0.01 0.00
H 0.975 -1.387 6.013 0.01 -0.01 0.00
H -1.103 -2.731 5.972 0.01 -0.01 0.00
H -2.794 -3.862 4.835 0.00 -0.01 0.00
H -3.982 -4.428 2.736 -0.01 0.01 0.00
H -3.291 -3.431 0.645 -0.01 -0.01 0.03
H -3.801 -3.985 -1.711 0.01 0.00 0.02
H -2.766 -5.313 -1.192 0.01 0.00 -0.01
H -2.647 -4.696 -2.853 -0.02 0.02 -0.01
H 0.258 -3.412 -0.900 -0.01 -0.01 0.02
H -0.274 -4.826 -1.828 -0.01 0.00 0.03
H -0.634 -4.725 -0.091 -0.01 0.00 0.01
H -3.200 0.406 -0.581 0.03 0.04 -0.06
H -3.637 -0.813 0.630 -0.01 0.03 -0.02
H -4.753 -0.445 -0.704 -0.01 -0.04 0.04
H -3.089 -2.280 -3.244 0.04 -0.03 -0.02
H -3.886 -0.738 -2.983 0.05 0.03 -0.02
H -4.722 -2.223 -2.499 0.00 0.01 -0.01
H 4.279 -2.173 3.378 -0.01 0.00 0.00
H 4.384 -3.925 3.135 0.00 0.01 0.00
H 3.125 -3.237 4.187 -0.01 0.01 0.00
H 1.158 -3.874 1.209 0.00 0.00 -0.02
H 1.202 -4.116 2.971 -0.01 0.01 0.00
H 2.339 -4.987 1.917 0.00 0.00 0.00
C 4.400 -2.206 -2.861 -0.07 -0.06 0.03
C 3.413 -2.672 -1.892 0.04 0.16 -0.07
N 2.621 -2.999 -1.129 0.17 -0.20 0.00
H 4.250 -2.719 -3.810 0.00 0.00 -0.01
H 5.406 -2.415 -2.499 0.00 -0.01 0.00
H 4.276 -1.134 -3.022 0.00 0.00 0.01
Cl -2.977 8.088 4.764 0.00 0.00 -0.01
C -1.767 7.561 3.640 -0.01 -0.03 0.00
C -1.422 6.223 3.576 0.01 -0.03 0.00
C -0.460 5.824 2.663 -0.04 -0.03 0.04
C 0.174 6.721 1.809 0.01 0.01 -0.05
C 1.207 6.276 0.796 -0.07 -0.01 -0.02
C 2.257 5.286 1.311 0.00 -0.03 -0.02
N 1.790 3.917 1.472 0.01 0.01 0.13
C 1.637 3.269 2.680 0.18 -0.06 -0.04
C 1.155 2.035 2.393 -0.04 -0.04 0.00
N 1.020 1.904 1.026 -0.20 0.05 0.14
C 1.399 3.052 0.509 0.05 0.02 -0.09
O 0.695 5.747 -0.420 0.00 0.14 -0.09
C -0.663 5.332 -0.527 0.07 0.02 0.07
C -1.665 6.449 -0.575 0.03 0.00 0.11
C -1.613 7.517 -1.417 0.02 0.03 -0.04
Cl -0.429 7.838 -2.612 0.04 0.07 0.08
S -2.919 8.605 -1.191 -0.01 0.04 -0.02
C -3.579 7.620 0.046 -0.02 0.01 -0.01
C -2.817 6.519 0.267 0.01 -0.03 -0.03
C -0.205 8.061 1.909 -0.01 0.02 -0.01
Cl 0.490 9.275 0.876 -0.02 -0.03 0.01
C -1.165 8.489 2.812 0.02 0.06 -0.02
H -1.900 5.502 4.225 0.00 0.00 0.00
H -0.212 4.773 2.616 -0.02 0.02 0.00
H 1.779 7.160 0.507 -0.02 0.02 0.04
H 2.641 5.612 2.277 0.06 0.03 -0.03
H 3.076 5.293 0.591 0.02 -0.05 0.01
H 1.894 3.737 3.614 -0.04 0.04 0.00
H 0.846 1.262 3.077 0.02 -0.03 -0.04
H 1.388 3.302 -0.539 0.00 -0.02 0.00
H -0.939 4.630 0.267 0.01 0.00 -0.02
H -0.672 4.781 -1.462 0.04 0.02 0.10
H -4.490 7.914 0.541 0.00 -0.02 0.02
H -3.049 5.767 1.009 0.00 0.00 0.01
H -1.442 9.532 2.857 0.00 0.00 0.00
C -2.703 2.576 2.226 -0.01 0.03 -0.06
S -2.191 0.936 2.637 0.14 0.12 -0.04
O -1.461 1.013 3.878 0.10 -0.01 -0.02
O -3.355 0.092 2.620 -0.02 -0.05 -0.01
O -1.262 0.630 1.484 -0.80 0.18 1.18
H -3.339 2.941 3.030 -0.03 0.01 -0.01
H -3.239 2.544 1.279 0.01 0.03 -0.01
H -1.806 3.187 2.132 -0.03 0.02 0.00

=====

[2]
13
Properties=species:S:1:pos:R:3:forces:R:3 method="wB97M-V/def2-TZVPD" de_lowest_ev=5.0756 multiplicity=1 fmax_ev_per_a=1.1 total_charge=0 e_lumo_ev=0.11
C 1.056 0.458 0.767 -0.04 0.01 -0.10
C 0.744 0.206 -0.566 0.08 0.03 0.04
C -1.311 -0.753 -0.318 -0.03 -0.07 0.02
O -1.249 -1.587 0.609 0.09 0.30 -0.01
C 0.161 1.205 -1.409 -0.45 0.58 -0.51
N -0.344 1.969 -2.122 0.47 -0.65 0.70
H 1.972 0.057 1.192 -0.18 -0.01 -0.08
H 0.693 1.374 1.229 0.09 -0.14 -0.08
H 0.309 -0.493 1.669 0.08 0.06 0.12
H 1.310 -0.561 -1.091 -0.16 0.09 0.05
H -1.234 -1.083 -1.359 0.12 -0.01 0.12
H -1.751 0.241 -0.144 0.02 -0.17 -0.07
H -0.357 -1.035 1.543 -0.11 -0.03 -0.20

=====

[3]
131
Properties=species:S:1:pos:R:3:forces:R:3 method="wB97M-V/def2-TZVPD" de_lowest_ev=0.0000 multiplicity=4 s2=3.82 fmax_ev_per_a=1.0 total_charge=+3 e_lumo_ev="-9.11 / -9.36"
Re -0.164 0.113 0.395 -0.48 -0.71 0.37
C 8.796 10.454 -0.931 0.04 -0.21 0.02
O 9.111 9.053 -0.921 -0.20 0.15 0.01
C 8.102 8.187 -0.783 0.19 0.40 -0.04
C 6.766 8.559 -0.639 -0.28 0.02 0.03
C 5.797 7.581 -0.504 -0.10 0.29 -0.01
C 6.134 6.233 -0.515 -0.13 -0.19 0.06
C 7.480 5.879 -0.661 0.17 -0.20 -0.03
C 8.453 6.837 -0.792 0.13 -0.32 -0.01
C 5.091 5.234 -0.382 -0.15 -0.09 -0.01
N 3.796 5.458 -0.175 0.13 -0.12 -0.08
C 3.225 4.228 -0.139 -0.36 0.44 0.14
C 4.148 3.219 -0.317 0.48 0.02 -0.06
N 5.339 3.884 -0.476 0.01 -0.15 -0.02
C 3.795 1.851 -0.366 0.21 -0.18 -0.12
C 4.651 0.775 -0.693 0.12 0.22 -0.01
C 4.147 -0.493 -0.772 0.02 -0.13 -0.04
C 2.804 -0.717 -0.464 0.02 0.05 0.20
N 1.979 0.258 -0.101 -0.15 -0.12 -0.26
C 2.447 1.544 -0.123 -0.05 -0.26 -0.04
C 1.478 2.572 0.025 -0.36 -0.15 -0.04
N 0.165 2.171 0.083 -0.05 0.30 0.00
C -0.786 3.104 -0.035 0.27 -0.06 0.02
C -0.498 4.465 -0.087 -0.03 0.08 -0.01
C 0.811 4.881 -0.044 0.12 0.10 0.04
C 1.837 3.916 -0.022 -0.07 0.33 -0.03
H 9.740 10.968 -1.052 0.09 0.02 -0.01
H 8.336 10.750 0.012 0.01 0.00 0.01
H 8.137 10.696 -1.765 0.00 -0.01 -0.02
H 6.482 9.602 -0.636 -0.02 -0.11 0.01
H 4.756 7.863 -0.397 0.06 0.01 0.00
H 7.790 4.837 -0.674 0.01 0.11 0.02
H 9.497 6.575 -0.907 -0.08 0.01 0.01
H 6.242 3.481 -0.652 0.06 -0.01 0.00
H 5.697 0.955 -0.919 -0.07 0.00 0.04
H 4.769 -1.331 -1.061 -0.03 0.06 0.03
H 2.411 -1.720 -0.486 0.00 -0.03 0.09
H -1.799 2.747 -0.078 0.01 0.01 -0.10
H -1.315 5.171 -0.162 0.06 -0.04 0.00
H 1.079 5.934 -0.066 -0.03 -0.14 -0.02
C -4.230 -2.574 -3.635 0.14 0.03 0.02
C -3.105 -1.761 -3.045 -0.08 -0.09 0.01
C -1.925 -1.546 -3.783 0.00 -0.01 -0.11
C -0.907 -0.734 -3.322 0.14 -0.12 -0.23
C 0.322 -0.444 -4.152 -0.13 -0.06 0.13
C -1.097 -0.136 -2.071 0.57 0.34 0.29
C -2.209 -0.426 -1.263 -0.30 0.82 0.42
C -3.241 -1.207 -1.776 0.25 -0.53 -0.29
N -2.133 0.133 0.027 0.11 0.30 0.37
C -3.360 0.648 0.745 -0.16 -0.12 -0.26
C -2.937 1.508 1.935 0.15 0.01 0.02
C -4.158 2.106 2.653 -0.05 -0.08 -0.05
C -5.053 0.983 3.185 0.00 0.03 -0.06
C -5.481 0.095 2.014 0.06 0.10 -0.02
C -6.288 0.929 1.013 0.02 0.02 -0.01
C -5.423 2.086 0.498 0.00 -0.07 0.09
C -4.953 2.963 1.662 0.00 -0.02 0.00
C -4.200 1.508 -0.221 0.07 -0.06 -0.06
C -4.238 -0.486 1.320 0.08 0.03 0.04
H -3.865 -3.293 -4.370 0.00 0.06 0.05
H -4.933 -1.913 -4.148 0.02 0.00 0.01
H -4.786 -3.112 -2.866 0.04 0.05 -0.02
H -1.838 -1.985 -4.773 -0.05 0.01 0.07
H 0.089 -0.424 -5.215 -0.03 -0.01 0.02
H 1.081 -1.220 -4.009 -0.04 0.02 0.01
H 0.771 0.515 -3.886 -0.04 -0.03 0.02
H -0.469 0.738 -1.830 -0.26 -0.04 -0.21
H -4.128 -1.431 -1.209 -0.01 0.05 0.03
H -2.278 2.324 1.627 -0.11 -0.13 0.17
H -2.364 0.873 2.620 0.02 -0.02 -0.02
H -3.807 2.734 3.474 0.03 0.00 0.06
H -5.934 1.414 3.668 0.04 -0.03 0.00
H -4.532 0.392 3.945 0.04 0.01 -0.01
H -6.086 -0.736 2.377 -0.03 -0.02 0.03
H -7.191 1.315 1.494 0.06 -0.01 -0.02
H -6.615 0.307 0.174 0.00 0.02 0.04
H -5.993 2.686 -0.212 0.01 0.00 -0.01
H -5.810 3.413 2.169 0.03 -0.01 -0.02
H -4.335 3.788 1.286 -0.04 -0.04 0.03
H -3.590 2.324 -0.623 -0.02 0.00 -0.03
H -4.524 0.916 -1.078 0.00 -0.02 0.00
H -4.555 -1.198 0.564 -0.02 0.04 -0.09
H -3.643 -1.047 2.043 -0.01 -0.05 -0.02
S -0.515 -4.341 -0.726 -0.04 -0.27 -0.10
C -1.462 -4.042 0.663 -0.10 -0.21 0.00
C -1.280 -2.776 1.086 0.25 0.35 -0.07
N -0.379 -2.044 0.320 -0.14 -0.11 0.02
C 0.080 -2.774 -0.683 -0.11 0.05 0.16
H -2.103 -4.804 1.093 0.13 0.12 -0.08
H -1.765 -2.312 1.931 0.06 0.00 -0.09
H 0.742 -2.396 -1.449 -0.09 -0.01 0.05
C -0.371 -1.074 6.234 -0.27 0.01 0.16
C -1.096 -0.555 4.992 0.26 0.06 -0.33
C -2.100 -1.587 4.495 -0.08 0.01 0.21
C -1.768 0.778 5.310 -0.13 -0.15 0.22
Sb 0.464 -0.255 3.409 0.03 0.17 -0.32
C 1.526 1.593 3.977 -0.15 -0.18 -0.03
C 2.873 1.614 3.256 0.00 0.14 0.08
C 1.763 1.658 5.486 0.14 0.17 -0.03
C 0.636 2.758 3.530 0.07 0.05 0.07
C 1.847 -1.970 3.701 -0.20 0.15 0.10
C 2.719 -1.721 4.931 0.09 -0.19 0.03
C 1.040 -3.258 3.858 0.13 -0.10 0.07
C 2.719 -2.082 2.468 0.25 -0.07 -0.02
H -1.111 -1.090 7.045 0.08 -0.02 -0.06
H 0.443 -0.433 6.566 -0.04 0.03 -0.02
H -0.004 -2.091 6.121 -0.03 0.09 0.05
H -2.809 -1.796 5.306 0.05 0.01 -0.09
H -1.633 -2.536 4.223 -0.02 0.07 0.04
H -2.681 -1.214 3.653 0.00 0.03 0.01
H -2.614 0.571 5.978 0.08 0.03 -0.04
H -2.164 1.287 4.439 -0.06 0.05 -0.04
H -1.107 1.461 5.840 -0.01 -0.04 -0.02
H 3.570 0.876 3.655 -0.04 0.02 -0.01
H 3.328 2.602 3.403 -0.01 -0.08 -0.01
H 2.781 1.451 2.184 -0.01 0.01 0.01
H 2.341 0.815 5.863 -0.02 0.04 -0.02
H 0.847 1.744 6.064 0.00 -0.01 -0.02
H 2.351 2.563 5.687 -0.06 -0.07 0.00
H 0.366 2.704 2.473 0.06 0.00 0.06
H 1.180 3.697 3.684 -0.04 -0.04 0.01
H -0.288 2.816 4.111 0.08 -0.02 -0.04
H 2.151 -1.656 5.856 0.03 -0.01 -0.03
H 3.339 -0.830 4.836 0.00 -0.03 -0.03
H 3.401 -2.576 5.031 -0.08 0.09 -0.01
H 0.428 -3.276 4.758 0.06 -0.04 -0.11
H 1.748 -4.093 3.938 -0.07 0.08 -0.01
H 0.401 -3.458 2.997 0.01 0.01 -0.03
H 3.311 -1.182 2.286 -0.03 -0.03 -0.02
H 2.106 -2.298 1.598 -0.04 -0.04 -0.19
H 3.416 -2.921 2.601 -0.08 0.13 -0.02

=====

no.,total energy (eV)
1,-188713.1656
2,-7794.5688
3,-86534.6320